Below is a molecular structure, C30H48BrN3P2Ti in a non-equilibrium geometry, with properties calculated with ωB97M-V with the def2-TZVPD basis set.

Atoms and positions in Å:
1 N 5.983062 -2.653648 3.273205
2 C 4.925150 -2.831845 4.049098
3 C 3.654073 -3.120779 3.500342
4 C 3.531651 -3.474531 2.103693
5 C 4.724197 -3.368818 1.346308
6 C 5.911823 -2.869739 1.962586
7 C 2.207772 -3.795572 1.423921
8 Ti -1.036064 -0.396005 -0.285019
9 P -2.538060 1.090985 -1.311107
10 C 1.902693 -3.778771 0.081650
11 C 0.520172 -3.661433 -0.609338
12 C 0.329806 -3.361068 -2.007145
13 C -0.919606 -2.884699 -2.539835
14 C -1.997743 -2.597842 -1.716929
15 C -1.946710 -3.015005 -0.360124
16 C -0.672482 -3.516929 0.197094
17 Br -3.703051 -2.135616 -2.895552
18 H 1.358081 -3.672872 2.136645
19 H 2.733114 -3.328622 -0.440560
20 H 2.767780 -2.950091 4.102722
21 H 4.676506 -3.513122 0.257479
22 H 5.048928 -2.672056 5.123116
23 H 6.807543 -2.603164 1.396957
24 H 1.187771 -3.550936 -2.694063
25 H -0.556509 -3.917753 1.236077
26 H -1.161264 -2.770345 -3.607989
27 H -2.900255 -3.011547 0.195121
28 P 1.354503 0.890152 -0.627701
29 C -3.757989 0.092038 -0.163259
30 C -5.137883 -0.220111 -0.780049
31 H -3.937358 0.540291 0.840608
32 H -3.253130 -0.896207 0.025630
33 H -5.745979 -0.785632 -0.043134
34 H -5.666503 0.686443 -1.133707
35 H -4.924540 -0.919185 -1.601832
36 C -2.263372 0.662618 -3.106445
37 C -3.411168 1.071540 -4.062888
38 H -2.162696 -0.441284 -3.102562
39 H -1.261681 1.015180 -3.447039
40 H -3.322029 0.417158 -4.944599
41 H -4.402077 0.873114 -3.620858
42 H -3.366329 2.131303 -4.393879
43 C -2.889370 2.855013 -1.334219
44 C -4.389168 3.163655 -1.265407
45 H -2.415074 3.250314 -2.256605
46 H -2.337589 3.287881 -0.476138
47 H -4.476231 4.257690 -1.224416
48 H -4.931682 2.801927 -2.156334
49 H -4.830403 2.727792 -0.353571
50 C 1.687527 2.530814 0.129371
51 C 0.624004 3.613999 -0.017277
52 H 2.626897 2.875151 -0.319619
53 H 1.891906 2.354525 1.194365
54 H 1.102321 4.592782 0.139809
55 H 0.152505 3.637449 -1.006970
56 H -0.171767 3.526365 0.732067
57 C 1.210341 1.283836 -2.414888
58 C 1.586980 0.116863 -3.338294
59 H 1.906890 2.121532 -2.570392
60 H 0.194952 1.651091 -2.625203
61 H 1.461666 0.437590 -4.376412
62 H 2.636446 -0.169219 -3.217198
63 H 0.970617 -0.780484 -3.184330
64 C 3.121158 0.287856 -0.576231
65 C 4.149805 0.681092 0.506713
66 H 3.523848 0.654950 -1.534137
67 H 3.048473 -0.807875 -0.642644
68 H 5.157710 0.517557 0.097724
69 H 4.104941 1.738171 0.793772
70 H 4.106008 0.072029 1.418688
71 C -2.487595 2.578216 3.940116
72 C -1.483921 1.780940 3.227124
73 C -0.163274 1.494447 3.556647
74 C 0.346528 0.660567 2.589537
75 N -0.647579 0.432391 1.632121
76 N -1.734098 1.124864 2.075041
77 C 1.732569 0.191346 2.637677
78 H -3.035218 1.959498 4.669532
79 H -1.909158 3.300293 4.534624
80 H -3.180546 3.119901 3.274409
81 H 0.389536 1.894427 4.388281
82 H -2.583929 1.168206 1.550772
83 H 2.321334 1.000324 3.085091
84 H 1.856653 -0.676460 3.286415
85 H 2.174841 -0.064895 1.673748

Forces on the atoms, in the same order (eV/Å):
0.6753 -0.1555 -0.0071
-1.3351 0.0441 -0.9188
0.0424 -0.2565 -1.2839
0.8344 0.5117 0.0708
0.1707 0.7145 0.3134
-1.4524 -0.4458 -0.1632
-1.3931 1.4566 0.1722
2.1283 -1.1062 0.7913
0.6260 0.1404 -0.0136
-0.2372 1.0492 1.0861
-0.8827 1.7154 0.5582
0.0772 -0.1834 0.1234
1.2598 -0.3007 -0.0238
-0.8033 -0.8019 -0.3866
1.0689 -0.3091 0.5456
-0.5981 -0.0234 -0.9664
2.0908 -2.0829 1.3298
0.6006 -0.9794 -0.3381
0.1163 -0.8146 -1.1433
0.0023 -0.5817 0.1197
0.3153 -0.1880 0.5856
-0.0548 0.0310 -0.3540
-0.3263 -0.3103 -0.0043
-0.8797 0.2812 0.4921
-0.7639 0.7737 -0.9100
1.0061 -0.0835 0.4207
0.8376 -0.1447 0.0824
0.5180 -0.0930 -0.2129
-0.5083 0.2613 -1.0277
-0.0283 -0.5600 0.1916
0.3257 0.1168 -0.8709
-0.3069 0.5987 0.0333
0.1456 0.5408 -0.3901
0.2887 -0.6164 0.3255
-0.9196 0.9613 0.6033
-0.7800 -0.6591 -0.0425
0.2274 -0.2492 -0.2568
0.0679 0.9149 -0.2525
-0.9165 0.1961 0.5270
-0.1566 0.4572 0.0772
0.4077 0.1222 -0.1378
0.0342 -0.6920 0.3024
0.0183 0.3541 0.4121
0.1198 0.5170 -0.0739
-0.2775 -0.2027 0.4840
-0.4043 0.0100 -0.4066
-0.3384 -0.3211 0.0369
0.2300 0.1321 0.4531
0.0506 0.2728 -0.4004
-0.4355 0.1174 0.1975
-0.0911 0.4070 0.0842
-0.1450 -0.1154 -0.0047
0.0268 0.1137 -0.2939
-0.2742 -0.2567 -0.0606
0.1729 -0.0343 0.0987
0.1098 -0.1211 -0.0958
0.4657 0.3273 -0.0357
-0.1191 0.1412 -0.1551
-0.2043 -0.1052 -0.2368
0.4911 -0.0187 0.1734
0.0088 -0.1467 0.0769
-0.2383 0.0050 -0.0240
0.0691 0.2228 0.0495
0.1837 -0.4823 -0.3931
0.2124 -0.0446 0.1253
-0.0878 -0.2213 0.2600
0.2879 0.1960 -0.1127
-0.3323 0.0370 0.0294
-0.0415 -0.2744 -0.0726
-0.0800 0.1619 -0.3060
-0.0596 0.6686 0.6989
0.2503 -0.7094 -0.6837
-0.6795 0.5073 0.2230
-2.2339 0.0661 -1.2298
0.7442 -0.1509 0.9938
1.0195 0.5572 1.5790
0.7782 -0.4058 -0.3242
0.0160 0.1960 -0.3933
-0.4887 0.0303 -0.1460
0.2462 -0.2959 0.3285
-0.0673 -0.0238 0.1408
-0.0222 -0.0349 -0.1429
0.0583 -0.2421 -0.1323
-0.1339 -0.0619 0.0110
-0.3296 -0.0218 0.2208

⟨S²⟩: 2.006
Orbital gap (spin up / spin down): 7.468 / 7.457 eV
Energy above the lowest of the compared OMol25 structures with the same formula, charge and spin: 1.432 eV
Net charge: +2
2S+1: 3
Calculated total energy: -5441.71636 hartree
Molar mass: 640.45 Da

These are the Löwdin partial charges, in e, on atoms 1 to 6:
1. N 0.0594
2. C -0.1259
3. C -0.0198
4. C -0.1935
5. C -0.0161
6. C -0.1156